Molecular formula: C38H107N13O11
Method: DFT, ωB97M-V/def2-TZVPD

Structure (ORCA input):
```
! wB97M-V def2-TZVPD RIJCOSX def2/J DEFGRID3
* xyz -1 2
C -0.7017 -3.3259 -1.7449
O -0.0392 -3.2623 -0.7540
N -1.5704 -2.3958 -2.0872
N -0.7383 -4.3538 -2.5260
H -1.3455 -1.4846 -1.7139
H -2.2968 -2.5240 -2.7771
H -0.2142 -5.1268 -2.1415
H -1.3833 -4.4124 -3.3010
C -0.2454 0.2581 -0.2056
O -1.2897 0.2392 -0.8664
N 0.0032 1.2062 0.6549
N 0.6899 -0.6212 -0.0409
H 0.6892 1.0034 1.3679
H -0.4881 2.0821 0.7618
H 0.5435 -1.5799 -0.3228
H 1.1665 -0.3205 0.7973
C -1.0826 -1.7833 6.9857
C -1.5472 -0.3123 6.6280
C -0.3508 0.4230 6.0093
O -0.6707 1.6707 5.3475
C 0.3994 2.3791 4.6335
N -2.6425 -0.4621 5.6771
H -0.6230 -2.3238 6.1582
H -1.9933 -2.2048 7.4114
H -0.3739 -1.7558 7.8133
H -1.9708 0.1973 7.4934
H 0.2641 -0.1512 5.3163
H 0.3690 0.7427 6.7629
H 0.0041 3.2447 4.1021
H 0.9889 1.7288 3.9871
H 1.2108 2.7527 5.2582
H -2.2909 -1.0800 4.9597
H -2.9821 0.3838 5.2421
C 1.2909 2.9514 -2.0479
C 1.4131 3.9267 -3.2639
C 0.0033 4.2696 -3.8889
O -0.6762 3.1750 -4.3858
C 0.0417 2.7404 -5.5411
N 1.9315 5.2000 -2.7414
H 1.0515 3.4390 -1.1029
H 2.2469 2.4713 -1.8388
H 0.6318 2.0927 -2.1759
H 2.1448 3.6749 -4.0316
H 0.1189 5.1224 -4.5579
H -0.6079 4.7092 -3.1008
H -0.6263 2.2243 -6.2307
H 0.7600 2.0127 -5.1634
H 0.4785 3.4673 -6.2259
H 2.8930 4.9892 -2.5152
H 1.4689 5.4570 -1.8811
C -3.8164 3.6689 0.9012
C -3.4617 4.2996 2.2394
C -2.7921 3.3018 3.2809
O -3.7133 2.2978 3.6585
C -4.8332 2.7083 4.4641
N -2.5493 5.4457 1.9583
H -4.1738 4.4596 0.2416
H -4.6408 2.9602 0.9794
H -2.8939 3.3041 0.4494
H -4.3615 4.7854 2.6169
H -2.4650 3.9721 4.0757
H -1.9445 2.7402 2.8880
H -4.5373 3.1615 5.4102
H -5.5642 1.9196 4.6423
H -5.3311 3.4383 3.8258
H -2.5013 5.7592 2.9172
H -3.1328 6.1350 1.5059
C 6.7698 -0.5154 -3.4591
C 5.6884 0.0765 -4.4099
C 5.0610 1.4385 -3.8176
O 4.2981 1.2195 -2.6567
C 3.1470 0.4635 -2.8435
N 6.3516 0.4218 -5.6434
H 6.3973 -1.0016 -2.5575
H 7.5156 0.2075 -3.1284
H 7.2763 -1.3164 -3.9977
H 4.9700 -0.7330 -4.5390
H 4.3449 1.9120 -4.4894
H 5.7952 2.2383 -3.7209
H 3.2319 -0.5861 -3.1251
H 2.6724 0.8423 -3.7487
H 2.5213 0.4861 -1.9513
H 7.1727 -0.1176 -5.8777
H 6.7313 1.3476 -5.5064
C 2.8212 -2.2411 -5.8266
C 1.4259 -1.6210 -6.1704
C 0.5091 -1.4358 -4.9114
O -0.8947 -1.2434 -5.1569
C -1.4304 -0.1746 -4.2800
N 1.6006 -0.3332 -6.7265
H 3.3402 -1.6261 -5.0914
H 3.4433 -2.2870 -6.7205
H 2.7854 -3.2942 -5.5479
H 0.9480 -2.1316 -7.0064
H 0.9523 -0.6517 -4.2974
H 0.4743 -2.2836 -4.2271
H -0.8010 0.1237 -3.4416
H -2.4684 -0.4196 -4.0550
H -1.4620 0.6575 -4.9834
H 2.0481 -0.3714 -7.6312
H 0.7103 0.1080 -6.9073
C 1.7761 -6.4906 4.8514
C 2.0795 -6.3513 3.3276
C 2.9888 -5.1242 2.8387
O 2.4534 -3.7796 3.1958
C 1.3974 -3.2961 2.2599
N 2.8574 -7.5852 2.9595
H 2.5343 -6.9659 5.4738
H 0.9875 -7.2429 4.8699
H 1.5412 -5.5513 5.3519
H 1.1195 -6.2704 2.8176
H 3.1227 -5.0659 1.7585
H 3.9995 -5.3216 3.1961
H 1.0251 -2.2877 2.4405
H 0.4785 -3.8821 2.2769
H 1.7582 -3.4007 1.2367
H 3.6811 -7.7851 3.5088
H 2.3008 -8.4175 3.0918
C -4.8055 2.1725 -2.4567
C -3.6858 2.9906 -3.1861
C -4.0794 4.4895 -3.3596
O -5.3097 4.5382 -4.0281
C -5.6304 5.8266 -4.2807
N -2.4037 2.7000 -2.6041
H -5.2463 2.6862 -1.6024
H -4.3200 1.2662 -2.0947
H -5.5850 1.8559 -3.1497
H -3.6248 2.5412 -4.1773
H -3.3611 5.0022 -3.9993
H -4.1520 5.0159 -2.4079
H -4.9186 6.3614 -4.9095
H -5.6984 6.4352 -3.3790
H -6.5902 5.8154 -4.7971
H -1.7093 2.7304 -3.3369
H -2.3953 1.7725 -2.2044
C -5.3104 -4.9904 4.1903
C -4.9749 -3.5381 3.8564
C -3.6457 -3.2824 3.1840
O -3.4772 -1.8905 2.9563
C -2.1220 -1.6678 2.4248
N -5.9839 -2.9386 3.0718
H -5.3022 -5.6390 3.3144
H -6.3319 -5.1742 4.5233
H -4.6617 -5.4783 4.9178
H -4.8197 -2.9638 4.7698
H -3.6332 -3.8338 2.2438
H -2.7680 -3.6787 3.6945
H -1.3025 -1.4834 3.1195
H -2.2590 -0.8339 1.7363
H -1.7724 -2.5220 1.8451
H -6.9442 -2.7001 3.2742
H -5.5496 -2.1365 2.6380
C 4.4409 1.1610 3.0415
C 3.6209 0.4899 1.8578
C 4.4358 -0.5914 1.0351
O 4.9545 -1.5441 1.9535
C 5.4367 -2.7016 1.2715
N 2.3256 0.2253 2.4894
H 5.2276 1.7796 2.6094
H 4.9365 0.4414 3.6932
H 3.8408 1.9142 3.5519
H 3.3141 1.2489 1.1382
H 5.2503 0.0137 0.6372
H 3.9100 -0.8806 0.1252
H 4.6891 -3.4947 1.2644
H 6.3223 -3.0951 1.7705
H 5.8055 -2.5872 0.2522
H 2.4476 -0.3470 3.3127
H 2.0268 1.0678 2.9595
*
```

Computed properties:
- Lowest unoccupied orbital energy (alpha / beta): 2.231 / 2.163 eV
- Molar mass: 922.4 g mol⁻¹
- Highest occupied orbital energy (alpha / beta): 0.76 / -6.30 eV
- Calculated total energy: -3051.1346 Eh